{
  "formula": "C6H13INO2",
  "method": "the ωB97M-V functional and the def2-TZVPD basis",
  "elements": ["I", "O", "O", "N", "C", "C", "C", "C", "C", "C", "H", "H", "H", "H", "H", "H", "H", "H", "H", "H", "H", "H", "H"],
  "xyz": [[3.0746, -1.2124, 1.5247], [-0.9223, 0.5023, 1.2254], [0.4834, -1.5897, -1.2008], [-0.0789, 0.2640, 0.1631], [1.1103, 1.2094, 0.0026], [1.1693, 2.4413, 0.9089], [0.0559, 1.1301, -1.0015], [0.2428, -1.1722, 0.0381], [1.2828, -2.6539, -1.3235], [-2.2344, -0.1838, 1.1278], [-0.8576, 1.8717, -1.1089], [1.3755, -3.2450, -0.3174], [0.3030, 0.6791, -2.0011], [-2.3634, -1.2484, 0.6731], [0.5419, 2.3170, 1.7607], [1.1838, 3.4259, 0.2971], [2.2720, -2.4037, -1.5524], [-2.9448, 0.6209, 0.9389], [-2.4440, -0.4189, 2.1947], [1.9385, 0.5863, -0.2599], [0.0759, -1.6359, 0.8949], [2.2023, 2.3915, 1.2378], [0.9528, -3.3540, -2.0169]],
  "forces_ev_per_angstrom": [[-0.608, -0.100, -0.248], [-0.452, -0.737, -0.467], [-2.558, 3.421, 1.720], [0.979, -2.536, -0.349], [-1.653, 1.760, 0.034], [2.394, 0.127, -1.882], [-2.696, 1.723, -2.918], [1.766, 3.588, -3.698], [1.899, -4.418, 3.375], [-0.597, -0.754, 1.918], [2.287, -1.239, 0.594], [-0.276, 0.982, -1.689], [-0.539, -0.007, 1.351], [0.750, 2.344, -0.127], [-0.674, 0.499, 0.394], [-0.886, -1.725, 1.112], [1.556, 0.869, -0.471], [-0.165, -0.567, -0.987], [0.361, 0.211, -0.471], [0.719, 0.180, 0.312], [-0.762, -2.919, 3.281], [0.143, 0.189, 0.689], [-0.987, -0.892, -1.473]],
  "lowdin_charge": [0.32, -0.08, -0.04, -0.17, -0.23, 0.01, 0.01, -0.12, -0.12, 0.01, 0.20, 0.12, 0.16, 0.14, 0.08, 0.14, 0.08, 0.10, 0.11, 0.05, 0.07, 0.07, 0.09],
  "lumo_ev": [-4.58, -6.11],
  "fmax_ev_per_a": 5.9,
  "e_above_lowest_kcal_mol": 82.2,
  "gap_ev": [8.40, 6.41],
  "spin_multiplicity": 1,
  "e_homo_ha": [-0.4772, -0.4600],
  "charge": 1,
  "total_energy_ha": -738.8375
}

{
  "formula": "C6H13N",
  "method": "the ωB97M-V functional and the def2-TZVPD basis",
  "elements": ["N", "C", "C", "C", "C", "C", "C", "H", "H", "H", "H", "H", "H", "H", "H", "H", "H", "H", "H", "H"],
  "xyz": [[-0.3397, -1.4420, -1.1700], [-0.6327, 1.7396, 0.8864], [-2.2376, -0.5528, 0.0382], [1.4942, 0.6166, -0.2075], [-0.7773, -0.4045, -0.3227], [2.3262, -0.4940, 0.5004], [-0.0193, 0.6654, 0.0307], [-2.7102, 0.3111, 0.4924], [-1.5324, 2.1366, 0.4274], [1.7790, -0.6692, 1.4284], [0.1013, 2.5413, 1.0324], [-0.6894, 1.3508, 1.9119], [2.2202, -1.4054, -0.0818], [1.8496, 1.6107, 0.0832], [-2.8238, -0.7656, -0.8520], [0.5877, -1.2658, -1.5027], [-2.3519, -1.4606, 0.6491], [-0.4070, -2.3689, -0.7442], [1.7240, 0.6683, -1.2862], [3.3611, -0.1932, 0.6245]],
  "forces_ev_per_angstrom": [[-0.445, 0.063, 0.209], [1.618, 0.083, 0.295], [0.165, -0.510, -0.381], [0.052, 1.369, -0.411], [-0.277, 1.267, -0.124], [-1.744, 0.691, -0.489], [0.072, -2.216, -0.128], [0.236, -0.006, 0.443], [-0.319, 0.068, 0.489], [0.541, -0.212, 0.329], [-0.214, 0.203, -0.399], [-0.921, 0.145, -0.135], [0.389, -0.279, 0.070], [0.194, -0.122, 0.348], [0.057, -0.060, -0.332], [0.584, -0.234, -0.113], [-0.097, 0.252, 0.278], [0.085, 0.117, -0.088], [-0.116, -0.478, 0.023], [0.141, -0.142, 0.118]],
  "mulliken_spin": [0.18, 0.34, 0.14, 0.61, 2.43, 2.16, -1.81, -0.06, 0.07, -0.17, -0.16, -0.11, 0.11, -0.25, -0.06, 0.02, -0.30, -0.48, -0.39, -1.28],
  "lumo_ev": [4.17, 4.05],
  "fmax_ev_per_a": 2.2,
  "e_above_lowest_kcal_mol": 11.4,
  "s2": 0.75,
  "gap_ev": [2.77, 8.23],
  "spin_multiplicity": 2,
  "e_homo_ha": [0.0514, -0.1534],
  "charge": -1,
  "total_energy_ha": -291.0861
}

{
  "formula": "C6H13N",
  "method": "the ωB97M-V functional and the def2-TZVPD basis",
  "elements": ["N", "C", "C", "C", "C", "C", "C", "H", "H", "H", "H", "H", "H", "H", "H", "H", "H", "H", "H", "H"],
  "xyz": [[-0.3230, -1.9560, -0.2684], [0.5152, -0.7178, -0.3169], [-0.2904, 0.4290, 0.1845], [-0.0184, 2.9784, 0.5801], [0.2997, -3.1054, -0.8848], [0.6718, 1.6259, 0.4801], [-1.6053, 0.4881, 0.2612], [-2.2063, -0.3628, -0.0081], [-2.1254, 1.3693, 0.5937], [-0.5408, 3.2102, -0.3459], [0.7887, -0.5531, -1.3651], [0.7146, 3.7621, 0.7650], [1.4346, -0.8438, 0.2820], [1.2607, -3.3899, -0.4259], [-0.7381, 2.9885, 1.3955], [1.1718, 1.3970, 1.4267], [1.4572, 1.6849, -0.2795], [-0.3779, -3.9574, -0.8308], [-0.5792, -2.1650, 0.6926], [0.4905, -2.8824, -1.9362]],
  "forces_ev_per_angstrom": [[0.495, 0.668, -0.178], [-1.367, -1.997, 0.374], [1.886, 1.889, -0.214], [0.158, -0.138, 0.045], [0.221, -0.012, 0.049], [-1.159, -0.450, 0.213], [-0.163, -0.194, 0.093], [-0.079, -0.192, -0.024], [-0.002, 0.235, 0.041], [-0.075, 0.051, -0.047], [0.097, 0.028, 0.128], [-0.010, 0.080, 0.029], [-0.037, 0.190, -0.206], [-0.032, -0.045, -0.052], [-0.075, 0.072, 0.048], [0.106, 0.021, -0.038], [-0.099, -0.258, -0.057], [0.049, -0.033, -0.041], [0.110, 0.167, -0.142], [-0.027, -0.082, -0.021]],
  "lowdin_charge": [-0.14, -0.21, -0.31, -0.13, -0.16, -0.22, 0.05, 0.06, 0.05, 0.08, 0.13, 0.07, 0.12, 0.07, 0.07, 0.11, 0.11, 0.07, 0.11, 0.07],
  "lumo_ev": 1.08,
  "fmax_ev_per_a": 2.7,
  "e_above_lowest_kcal_mol": 18.4,
  "gap_ev": 9.83,
  "spin_multiplicity": 1,
  "e_homo_ha": -0.3218,
  "total_energy_ha": -291.1294,
  "smiles": "C=C(CC)CNC"
}

{
  "formula": "C6H13N",
  "method": "the ωB97M-V functional and the def2-TZVPD basis",
  "elements": ["N", "C", "C", "C", "C", "C", "C", "H", "H", "H", "H", "H", "H", "H", "H", "H", "H", "H", "H", "H"],
  "xyz": [[0.0108, -1.5066, 1.2660], [1.0389, -2.1801, 2.0039], [-0.9254, 2.7224, -1.1976], [-0.6277, 1.2163, -1.2763], [0.9669, -1.2378, -0.8843], [-0.6005, 0.5159, 0.0819], [0.2343, -0.7428, 0.1221], [-1.6037, 0.1113, 0.2453], [-1.3962, 0.7878, -1.9174], [-1.7726, 2.9484, -0.5404], [-0.8213, -1.2670, 1.7759], [0.6699, -2.4732, 2.9819], [-0.2830, 1.2084, 0.8627], [1.3813, -0.6608, -1.6966], [1.3642, -3.1123, 1.5386], [1.9522, -1.5988, 2.1712], [-0.0717, 3.2795, -0.8248], [0.3369, 1.1259, -1.7736], [1.3420, -2.2458, -0.7596], [-1.1951, 3.1091, -2.1792]],
  "forces_ev_per_angstrom": [[-0.447, 0.374, 0.064], [0.497, -0.637, 0.089], [-0.374, -0.192, 0.242], [-0.002, 0.845, -0.025], [0.671, 0.031, 0.588], [0.295, -0.430, -0.857], [-0.209, -0.381, -0.365], [-0.200, 0.514, 0.543], [0.162, -0.366, -0.052], [0.063, -0.129, -0.006], [0.169, 0.118, 0.163], [-0.218, 0.096, 0.112], [-0.236, -0.078, 0.190], [-0.398, 0.024, -0.120], [-0.044, -0.057, -0.195], [-0.149, 0.299, -0.162], [0.157, 0.099, 0.059], [-0.056, -0.201, -0.091], [0.176, 0.016, -0.104], [0.144, 0.055, -0.074]],
  "lowdin_charge": [-0.07, -0.12, -0.12, -0.26, 0.05, -0.16, -0.39, 0.12, 0.11, 0.07, 0.11, 0.08, 0.12, 0.04, 0.07, 0.08, 0.07, 0.09, 0.05, 0.07],
  "lumo_ev": 1.07,
  "fmax_ev_per_a": 1.0,
  "e_above_lowest_kcal_mol": 18.6,
  "gap_ev": 8.97,
  "spin_multiplicity": 1,
  "e_homo_ha": -0.2903,
  "total_energy_ha": -291.1290,
  "smiles": "C=C(CCC)NC"
}

{
  "formula": "C6H13N",
  "method": "the ωB97M-V functional and the def2-TZVPD basis",
  "elements": ["N", "C", "C", "C", "C", "C", "C", "H", "H", "H", "H", "H", "H", "H", "H", "H", "H", "H", "H", "H"],
  "xyz": [[0.2297, -0.2592, -1.6803], [-0.1521, 0.5139, -0.7465], [-0.2482, -0.8812, 1.2302], [-0.9217, -1.5356, 2.4439], [-1.1264, -0.0734, 0.2562], [1.3231, 0.1079, -2.5530], [0.4023, 1.8943, -0.4357], [0.9471, 0.2850, -3.5668], [-0.0262, 2.2864, 0.4907], [-1.8320, -0.7315, -0.2611], [1.4916, 1.8774, -0.3207], [-1.8940, -1.0938, 2.6844], [0.2174, -1.6537, 0.6127], [0.5740, -0.2347, 1.5628], [-0.2919, -1.4449, 3.3359], [1.9059, 0.9861, -2.2410], [-1.6982, 0.7091, 0.7725], [-1.0768, -2.6046, 2.2696], [0.1718, 2.6011, -1.2412], [2.0047, -0.7486, -2.6126]],
  "forces_ev_per_angstrom": [[-0.085, 0.274, 0.274], [0.073, -0.209, -0.109], [0.123, -0.049, -0.024], [-0.072, -0.018, 0.040], [-0.055, -0.020, 0.000], [0.126, 0.062, -0.131], [0.061, 0.042, 0.000], [0.023, -0.016, 0.118], [0.048, -0.082, -0.152], [0.118, 0.058, 0.086], [-0.154, -0.012, -0.030], [0.121, 0.020, -0.062], [0.081, 0.057, 0.108], [-0.129, -0.019, 0.022], [-0.122, -0.032, -0.144], [-0.135, -0.099, -0.048], [0.147, -0.130, -0.035], [-0.095, 0.150, 0.031], [0.024, -0.125, 0.092], [-0.100, 0.150, -0.036]],
  "lowdin_charge": [0.02, -0.39, -0.26, -0.11, -0.17, -0.13, -0.04, 0.08, 0.07, 0.11, 0.08, 0.07, 0.10, 0.11, 0.07, 0.06, 0.11, 0.07, 0.09, 0.08],
  "lumo_ev": 1.07,
  "fmax_ev_per_a": 0.4,
  "e_above_lowest_kcal_mol": 9.8,
  "gap_ev": 10.27,
  "spin_multiplicity": 1,
  "e_homo_ha": -0.3380,
  "total_energy_ha": -291.1431,
  "smiles": "CCC/C(C)=N/C"
}